1.
The following is a quantum chemistry calculation of a molecular structure, C41H60As2Cl2KN6S, from the OMol25 dataset.

```
! wB97M-V def2-TZVPD RIJCOSX def2/J DEFGRID3
* xyz -1 1
As 1.64 -0.06 -3.55
As -1.36 1.17 -2.45
K 0.86 -0.04 0.05
Cl 3.62 -1.55 -0.30
Cl 4.87 3.50 1.39
S 3.33 1.66 -0.75
N -0.89 1.65 1.44
N 0.49 -4.77 0.28
N 1.14 -0.16 2.77
N -0.11 -3.01 2.59
N -0.74 -2.49 -1.70
N -2.34 -2.81 0.78
C 1.35 -4.58 1.44
C 5.71 -0.13 2.75
C 1.99 4.12 -4.07
C -3.15 -2.64 1.98
C 1.03 4.44 1.52
C -4.11 1.28 3.10
C 0.52 -4.31 2.68
C 1.26 1.86 -3.64
C 5.09 -0.96 1.84
C 0.30 3.96 0.26
C -2.92 2.34 -2.50
C 0.75 4.60 -3.71
C 2.24 2.76 -4.03
C 4.38 -0.41 0.79
C 0.28 0.72 3.38
C -2.03 4.87 0.06
C -3.14 2.54 1.12
C 5.62 1.24 2.58
C 1.91 -0.64 3.76
C 1.22 -4.75 -0.98
C 4.23 0.98 0.56
C -1.16 -2.77 3.58
C 3.57 -0.13 -3.81
C 0.51 0.77 4.76
C -1.19 3.83 0.44
C -3.95 3.60 0.72
C -2.81 -2.12 -0.40
C -1.92 0.13 -4.03
C 0.00 2.35 -3.25
C -3.76 1.26 1.62
C 4.91 1.77 1.52
C -3.41 4.77 0.21
C -0.06 -3.33 -2.68
C -0.64 1.59 2.70
C -2.18 -2.72 -1.65
C 1.23 -0.51 -5.43
C 1.55 -0.12 5.01
C -0.24 3.72 -3.30
C 0.27 -4.73 -2.18
C -1.75 2.68 1.02
C -2.51 -3.35 3.17
H -5.03 3.50 0.81
H 2.10 4.52 1.32
H -4.66 1.07 1.04
H 6.10 1.92 3.28
H -3.06 2.77 -3.50
H -2.62 -1.03 -0.39
H 0.49 4.66 -0.56
H 1.95 -5.49 1.58
H 2.78 4.81 -4.36
H -4.60 0.35 3.40
H -1.32 -0.77 -4.14
H 0.90 3.74 2.34
H -0.64 -3.41 -3.62
H -4.14 -3.06 1.78
H 2.70 -1.35 3.54
H 1.84 0.10 -6.09
H -2.96 -0.16 -3.87
H -3.07 0.44 1.42
H -3.21 1.39 3.71
H -4.77 2.11 3.34
H -1.38 -2.57 1.04
H 2.02 -0.34 5.96
H -2.68 -2.34 -2.55
H 0.74 3.01 -0.05
H -0.87 -3.18 4.57
H 4.06 0.35 -2.97
H -0.64 -5.27 -1.91
H -1.25 -1.69 3.71
H -0.25 -5.08 2.77
H 0.55 5.67 -3.72
H 0.65 5.41 1.84
H 0.58 -2.27 2.66
H 0.18 -0.36 -5.67
H 0.73 -5.28 -3.01
H -0.01 1.40 5.47
H 3.23 2.40 -4.29
H 0.88 -2.83 -2.94
H -2.35 -3.80 -1.61
H 1.47 -1.56 -5.59
H -1.60 5.76 -0.37
H -3.78 1.73 -2.25
H 6.26 -0.54 3.59
H 1.17 -4.39 3.57
H -3.29 -1.58 2.24
H 1.90 -3.88 -1.05
H -0.58 -1.52 -1.96
H -2.40 -4.41 2.93
H -1.13 2.30 3.38
H 5.13 -2.04 1.94
H -3.89 -2.25 -0.46
H -3.19 -3.29 4.02
H 1.85 -5.64 -1.01
H -1.85 0.73 -4.94
H -1.20 4.11 -2.98
H -0.21 -4.03 0.27
H -4.05 5.59 -0.09
H 3.85 -1.18 -3.84
H 3.85 0.33 -4.76
H 2.06 -3.75 1.30
H -2.84 3.13 -1.76
*
```

LUMO level: 2.06 eV
total energy: -8317.0250 a.u.
ΔE to the lowest compared entry with this formula, charge and spin: 0.0000 eV
Kohn-Sham gap: 6.402 eV

=====

2.
The following is a quantum chemistry calculation of a molecular structure, C41H60BCeF3N8O3S in a non-equilibrium geometry, from the OMol25 dataset.

```
! wB97M-V def2-TZVPD RIJCOSX def2/J DEFGRID3
* xyz 0 1
Ce -0.84 0.33 0.48
S -1.65 3.39 -1.22
F -4.58 2.36 -0.83
F -3.02 1.03 0.43
F -5.07 0.30 -0.53
O -1.25 0.52 2.53
O -1.44 4.32 -0.10
O -0.82 2.02 -0.87
N 0.34 -2.73 1.50
N 1.84 -1.84 -0.38
N 2.00 -0.77 1.91
N -0.90 -2.25 1.16
N -3.52 0.89 -2.11
N 1.52 0.46 1.56
N 1.21 -0.87 -1.13
N -2.04 -0.88 -1.55
C -4.19 1.14 -1.06
C 2.73 -2.51 -1.14
C 1.76 -0.95 -2.35
C 1.07 4.75 -4.61
C -3.96 -3.69 2.66
C -1.78 -3.17 1.59
C 3.16 3.46 1.52
C -1.11 -4.23 2.20
C -0.29 0.10 4.66
C -1.06 3.92 -3.82
C -0.58 3.95 -2.52
C 1.29 -0.93 -4.79
C 1.97 2.84 2.27
C 1.53 4.78 -3.28
C 2.17 1.35 2.34
C 0.41 0.94 -3.41
C 1.54 -0.06 -3.56
C 0.71 4.39 -2.24
C 1.37 -4.76 2.58
C 2.92 -0.65 2.89
C -1.48 -2.04 -1.95
C 3.62 -1.81 3.53
C -1.73 -2.66 -3.15
C 2.84 0.74 -3.77
C -2.92 -0.30 -2.39
C -2.71 -0.34 4.22
C 3.06 0.68 3.19
C -0.23 4.33 -4.86
C 1.93 3.43 3.68
C -1.54 0.58 3.93
C -3.79 -1.75 1.12
C 0.22 -3.93 2.11
C 2.70 -1.97 -2.40
C 3.59 -3.63 -0.66
C 1.97 5.20 -5.72
C -3.28 -3.14 1.40
C -3.63 -4.06 0.22
C -1.89 2.03 4.26
C -3.18 -0.85 -3.66
C -2.59 -2.02 -4.04
C 0.70 3.14 1.51
B 1.69 -2.07 1.13
H 4.10 3.23 2.02
H 2.92 -2.47 4.02
H 0.83 2.83 0.47
H -3.70 -3.11 3.54
H 3.22 3.07 0.50
H -4.88 -1.75 1.15
H 1.16 -0.29 -5.67
H -2.46 -1.37 3.95
H -3.60 -0.04 3.66
H -3.44 -1.02 1.84
H -1.54 -5.12 2.63
H 1.58 4.90 -6.69
H -3.50 -1.42 0.13
H -0.54 0.45 -3.25
H 2.54 5.11 -3.08
H 4.28 -3.31 0.13
H 2.13 -1.60 -4.99
H -1.05 2.70 4.06
H -4.71 -4.06 0.07
H -2.16 2.12 5.31
H -0.46 0.09 5.74
H -2.06 3.57 -4.02
H 3.05 4.54 1.48
H 1.17 2.96 4.30
H 2.72 1.42 -4.62
H 0.97 -5.68 3.01
H 2.04 -5.03 1.77
H -2.73 2.36 3.65
H 0.34 1.53 -4.32
H 1.96 -4.26 3.34
H 2.09 6.28 -5.73
H 0.60 1.62 -2.59
H 0.46 4.20 1.49
H 3.71 1.12 3.92
H -0.79 -2.49 -1.24
H 0.57 0.73 4.45
H 3.69 0.08 -3.97
H 3.08 1.33 -2.89
H 3.31 -2.27 -3.24
H -2.95 -0.31 5.28
H 4.31 -1.43 4.28
H -3.31 -5.08 0.40
H 4.18 -2.39 2.80
H -0.16 2.63 1.95
H -2.81 -2.45 -5.01
H 2.97 4.76 -5.61
H 1.05 4.43 -1.22
H -0.04 -0.92 4.34
H 2.89 3.32 4.19
H 1.70 4.49 3.63
H -3.86 -0.31 -4.31
H -1.24 -3.59 -3.39
H -3.17 -3.72 -0.70
H -5.04 -3.64 2.53
H 0.39 -1.53 -4.67
H -3.69 -4.73 2.85
H 4.18 -4.01 -1.49
H 3.00 -4.46 -0.26
H -0.59 4.31 -5.88
H 2.51 -2.85 1.45
*
```

LUMO level: -1.38 eV
total energy: -3460.1045 a.u.
ΔE to the lowest compared entry with this formula, charge and spin: 0.0000 eV
Kohn-Sham gap: 6.990 eV

=====

3.
The following is a quantum chemistry calculation of 2 unconnected molecules or ions with the total composition C41H61BrCl2O8 in a non-equilibrium geometry, from the OMol25 dataset.

```
! wB97M-V def2-TZVPD RIJCOSX def2/J DEFGRID3
* xyz 0 1
Br -0.27 -2.64 3.44
Cl 5.10 -2.71 -1.63
Cl 3.76 -5.34 -1.93
O -6.25 -0.95 5.18
O 4.24 6.21 -3.51
O 0.67 -5.74 1.32
O 6.18 5.80 -0.49
O -5.65 -0.67 2.18
O 0.54 2.80 -2.07
O -7.96 1.07 3.22
O 2.75 -0.80 -4.61
C 1.47 2.04 -2.29
C 3.13 1.46 -4.08
C -7.91 0.30 2.03
C 5.30 5.63 -2.77
C 1.90 -4.29 -3.56
C 2.07 -5.80 1.17
C -0.95 1.38 0.45
C -8.21 2.43 2.98
C 2.76 3.75 -3.59
C 1.75 0.75 -1.56
C -1.47 -3.63 -0.35
C 2.66 -3.92 -2.25
C 3.71 4.07 -4.55
C -2.78 -1.36 -0.16
C 5.68 4.52 1.51
C 1.51 -1.08 1.85
C 0.60 1.56 0.52
C 1.38 0.51 -0.24
C 2.77 0.03 -3.72
C -7.05 -0.93 2.22
C 2.43 -0.23 -2.28
C 4.04 1.75 -5.05
C 2.75 -1.44 -1.70
C 1.75 -0.69 0.38
C 4.02 5.56 -4.73
C 2.42 -1.62 -0.37
C -1.65 -0.74 -0.98
C 0.07 -0.96 2.41
C 4.33 3.09 -5.28
C -6.37 -2.11 5.97
C 5.71 6.54 -1.60
C -4.99 -0.85 4.54
C 5.13 5.27 0.28
C -1.44 -5.04 0.26
C -5.08 0.01 3.30
C -2.84 -2.91 -0.21
C -0.01 -5.61 0.08
C -1.52 0.80 -0.87
C 2.47 2.44 -3.35
C 3.45 -2.57 -2.42
C -0.05 0.19 3.47
H 6.77 4.56 1.53
H -3.31 -3.25 0.72
H -5.65 -2.11 6.79
H 2.56 -4.95 1.68
H 6.19 5.44 -3.39
H 3.66 -2.39 -3.47
H 1.96 -3.91 -1.42
H -4.06 0.25 2.99
H -1.79 -0.97 -2.05
H 0.57 -4.88 -0.53
H 4.54 4.52 -0.28
H -0.68 -3.06 0.14
H -5.60 0.95 3.49
H -2.54 1.21 -0.95
H -0.71 -0.93 1.66
H 4.86 7.15 -1.26
H -7.51 0.90 1.20
H -1.01 0.70 3.40
H 1.89 -5.38 -3.62
H 5.40 3.47 1.49
H -7.32 -1.47 3.13
H 1.86 -2.11 1.98
H -1.36 0.80 1.28
H 0.00 -6.56 -0.49
H 2.49 -6.72 1.61
H 5.05 3.32 -6.06
H -9.20 2.58 2.53
H 4.88 5.62 -5.42
H 4.52 0.97 -5.64
H -1.68 -5.05 1.33
H 2.71 -2.55 0.11
H 6.50 7.21 -1.94
H -3.74 -1.00 -0.58
H 0.89 -3.87 -3.59
H 0.85 2.56 0.16
H -4.62 -1.85 4.27
H -7.23 -1.60 1.38
H 2.17 -0.46 2.47
H -7.38 -2.14 6.38
H -6.23 -3.01 5.35
H -2.10 -5.74 -0.26
H -3.49 -3.28 -1.02
H 4.40 6.04 0.57
H 0.80 0.86 3.42
H 2.28 4.56 -3.04
H -4.29 -0.39 5.25
H -2.75 -0.99 0.87
H -0.99 1.14 -1.76
H 5.03 4.66 -2.32
H 3.16 6.01 -5.23
H 2.46 -3.90 -4.41
H -8.93 -0.01 1.79
H 5.29 4.95 2.44
H 0.95 1.53 1.55
H 2.39 -5.79 0.12
H -0.67 -1.16 -0.73
H -7.44 2.86 2.32
H -8.17 2.96 3.93
H -1.27 -3.74 -1.42
H -0.02 -0.26 4.46
H -1.38 2.38 0.55
*
```

LUMO level: -0.85 eV
total energy: -5695.0795 a.u.
Kohn-Sham gap: 8.413 eV
SMILES string: CCOCCOCc1ccc2c(c1)C(=O)c1c(CCCCCCCCCOC)c(C[C@H](C)Br)cc([C@@H](Cl)[C@@H](C)Cl)c1C2=O.COCCOCCOC

=====

4.
The following is a quantum chemistry calculation of a molecular structure, C41H61CaClN9SbSi3, from the OMol25 dataset.

```
! wB97M-V def2-TZVPD RIJCOSX def2/J DEFGRID3
* xyz 0 1
Sb 1.37 -1.01 0.97
Ca -1.07 1.44 0.50
Cl -0.47 -5.14 2.09
Si 2.82 -2.51 -1.52
Si 0.54 0.62 3.68
Si 4.54 -0.21 -0.18
N -2.82 -0.70 -2.63
N -3.41 0.72 -0.04
N -2.71 6.67 -3.42
N 0.78 0.37 -1.64
N -2.93 -2.15 1.31
N -1.40 3.02 -1.21
N -1.74 3.53 1.73
N -4.75 2.64 -3.85
N 2.11 2.81 2.69
C 2.68 3.99 2.50
C 2.08 0.03 -1.79
C -3.20 3.76 1.78
C 2.81 4.62 1.28
C -4.56 1.65 -0.06
C -2.37 -3.01 -3.04
C -3.91 -1.85 -4.42
C 2.72 0.25 -3.02
C -3.95 3.35 -3.43
C 3.18 -3.92 -0.33
C 2.79 -1.79 2.41
C 2.77 -0.76 -0.71
C -2.08 3.57 -1.96
C -3.67 -0.71 -3.66
C -2.82 5.55 -3.17
C -5.03 2.01 1.35
C 5.61 -1.69 0.28
C -3.73 -3.19 3.31
C 2.03 0.78 -4.09
C -2.94 4.17 -2.87
C -1.96 -3.06 1.26
C 4.07 -2.61 -2.92
C -3.94 2.52 2.29
C -3.46 -4.28 -4.93
C 0.89 0.89 1.86
C 1.71 2.72 0.34
C -0.55 -0.92 3.86
C 1.62 2.13 1.62
C 0.12 0.85 -2.70
C -3.25 -3.04 -4.11
C -0.51 2.01 4.42
C 0.69 1.07 -3.94
C -3.80 -2.23 2.32
C 2.30 3.96 0.17
C 5.51 0.67 -1.53
C -2.19 -1.83 -2.34
C 1.96 0.36 4.89
C 4.64 0.94 1.28
C 1.15 -2.90 -2.28
C -1.81 -4.04 2.22
C -2.70 -4.12 3.27
H 1.34 2.19 -0.53
H -0.50 1.92 5.51
H 5.68 -2.45 -0.50
H -1.35 3.54 2.67
H -2.82 -4.26 -5.82
H 3.75 -0.03 -3.13
H 3.67 -2.20 -3.84
H -1.48 -0.84 3.30
H 5.02 1.58 -1.88
H -4.25 2.55 -0.60
H 0.77 -2.10 -2.91
H -4.46 -3.21 4.11
H -4.58 -1.48 2.34
H 6.61 -1.29 0.44
H 4.28 -3.67 -3.10
H -0.81 -1.04 4.92
H -0.05 -1.84 3.55
H -4.49 -4.36 -5.27
H 3.51 -2.44 1.92
H -3.66 -0.17 0.39
H 2.42 -4.02 0.45
H 4.34 1.96 1.02
H 2.31 -0.67 4.91
H -1.29 4.29 1.23
H -5.51 1.13 1.80
H -3.21 1.72 2.46
H 3.14 -4.83 -0.93
H 5.31 -2.18 1.21
H 4.05 0.64 2.15
H -3.21 0.45 -1.01
H 5.76 0.06 -2.39
H 6.46 0.97 -1.06
H 2.80 1.02 4.70
H 2.36 4.40 -0.82
H -1.56 1.93 4.11
H -1.49 -1.79 -1.51
H -3.45 4.63 2.40
H 5.69 0.98 1.59
H 1.57 0.58 5.89
H -3.52 4.01 0.77
H 4.16 -3.87 0.13
H -5.40 1.24 -0.62
H 3.31 -1.00 2.93
H 0.08 1.46 -4.75
H -2.59 -4.89 4.02
H -4.38 2.71 3.27
H 3.29 5.59 1.20
H -4.18 0.22 -3.89
H -3.21 -5.17 -4.36
H -1.82 -3.90 -2.75
H 2.24 -2.40 3.13
H -5.82 2.76 1.25
H -0.92 1.06 -2.56
H 5.03 -2.13 -2.72
H 3.06 4.47 3.40
H -1.24 -2.98 0.45
H 0.41 -3.12 -1.51
H -0.12 3.00 4.18
H 2.54 0.93 -5.04
H -4.61 -1.80 -5.24
H 1.26 -3.79 -2.91
*
```

LUMO level: 0.26 eV
total energy: -4338.4171 a.u.
Kohn-Sham gap: 7.412 eV